Run A
DFT (wB97M-V/def2-TZVPD) results for 2 unconnected molecules or ions with the total composition C4H8P2.

Properties
- M (g mol⁻¹) = 118.1
- lowest unoccupied orbital energy (eV) = 0.4512
- multiplicity = 1
- frontier orbital gap (eV) = 9.202
- highest occupied orbital energy (eV) = -8.8

Atoms and positions in Å:
H  1.1597  -0.3357  -1.1258
P  0.1058  -1.3655  -1.0977
C  -0.9998  -0.1184  -1.1514
C  -2.5071  -0.0538  -0.8472
H  -0.7746  0.8772  -1.4307
H  -3.2452  -0.8745  -0.8047
H  -2.9061  0.7003  -1.5748
H  -2.4709  0.4444  0.1119
C  1.8368  0.6630  1.3151
C  1.9530  -0.7812  1.3617
P  2.4253  -2.2717  1.4231
H  1.2066  1.0347  0.3669
H  2.8157  1.0714  1.2138
H  1.4009  1.0099  2.2399

Atomic partial charges in e from the natural (NBO) method, atoms 1 to 2: -0.050, 0.420

---

Run B
DFT (wB97M-V/def2-TZVPD) results for 2 unconnected molecules or ions with the total composition C4H8P2.

Properties
- M (g mol⁻¹) = 118.1
- lowest unoccupied orbital energy (eV) = -2.6002
- multiplicity = 1
- frontier orbital gap (eV) = 4.257
- highest occupied orbital energy (eV) = -6.9

Atoms and positions in Å:
C  -3.1020  -1.2474  -0.7666
C  -1.9755  -1.7237  0.1207
C  2.8979  2.3013  0.4732
C  2.5423  1.0898  0.2910
P  -2.5820  -0.0160  0.6245
P  -1.3311  1.3925  -0.3473
H  -2.7050  -0.7006  -1.6500
H  -3.9906  -1.8106  -0.6287
H  -2.2325  -2.4493  0.7060
H  -0.9348  -1.6662  -0.2682
H  3.9909  2.5937  0.6809
H  2.3565  3.2939  0.1734
H  -1.8110  2.3724  0.6947
H  2.9151  0.0978  0.5154

Atomic partial charges in e from the natural (NBO) method, atoms 1 to 2: -0.606, -0.591

---

Run C
DFT (wB97M-V/def2-TZVPD) results for a molecular structure, C4H8P2.

Properties
- M (g mol⁻¹) = 118.1
- lowest unoccupied orbital energy (eV) = 0.1352
- multiplicity = 1
- frontier orbital gap (eV) = 8.575
- highest occupied orbital energy (eV) = -8.4

Atoms and positions in Å:
C  -0.5918  -0.0106  1.0589
C  0.2642  -0.1089  -1.2108
C  -1.1190  0.3701  2.3933
C  1.3912  -0.9379  -1.9145
P  -0.9608  -1.0915  -0.1867
P  0.6376  1.1083  0.3294
H  -0.4008  0.4222  -1.8782
H  -2.2129  0.4078  2.3062
H  -0.9758  1.4382  2.5295
H  -0.8272  -0.1100  3.3480
H  2.3289  -1.1988  -1.3611
H  1.8348  -0.4937  -2.8296
H  0.8346  -1.8620  -2.2559
H  -0.2030  2.0667  -0.3284

Atomic partial charges in e from the natural (NBO) method, atoms 1 to 2: -0.687, -0.714

---

Which of them is most stable? Easy: run C.

---

Run A
DFT (wB97M-V/def2-TZVPD) results for CH5NO2S in the gas phase.

Properties
- M (g mol⁻¹) = 95.1
- lowest unoccupied orbital energy (eV) = 0.3843
- multiplicity = 1
- frontier orbital gap (eV) = 9.817
- highest occupied orbital energy (eV) = -9.4

Atoms and positions in Å:
C  0.6400  -0.1233  -0.6127
S  -0.3110  0.2977  0.9027
O  0.1121  1.8798  1.4376
N  -1.7795  -0.1612  0.8523
O  -2.4691  0.3299  -0.2415
H  0.4526  -1.0909  -1.0952
H  0.3401  0.4816  -1.3597
H  1.7248  -0.0809  -0.4435
H  -0.0450  -0.5934  1.8544
H  -2.9956  1.1059  -0.0802

Atomic partial charges in e from the natural (NBO) method, atoms 1 to 2: -0.823, 1.565

---

Run B
DFT (wB97M-V/def2-TZVPD) results for CH5NO2S in the gas phase.

Properties
- M (g mol⁻¹) = 95.1
- lowest unoccupied orbital energy (eV) = -0.4566
- multiplicity = 1
- frontier orbital gap (eV) = 8.694
- highest occupied orbital energy (eV) = -9.2

Atoms and positions in Å:
C  0.1173  -0.4966  1.2083
O  -0.5044  0.6272  0.6991
S  0.0520  1.4223  -0.5507
N  0.5447  -0.1824  -1.9010
O  -0.7834  2.5941  -0.6642
H  1.2136  -0.1906  1.5635
H  0.2898  -1.1940  0.3307
H  -0.5155  -1.2333  1.8064
H  1.2512  1.8213  0.0934
H  0.8714  0.1610  -2.7571

Atomic partial charges in e from the natural (NBO) method, atoms 1 to 2: -0.308, -0.705

---

Which of them is most stable? Easy: run A.

---

Run A
DFT (wB97M-V/def2-TZVPD) results for a molecular structure, C2H2O2S2.

Properties
- M (g mol⁻¹) = 122.2
- lowest unoccupied orbital energy (alpha / beta) (eV) = -2.2799 / -2.2638
- multiplicity = 1
- frontier orbital gap (alpha / beta) (eV) = 6.940 / 6.958
- highest occupied orbital energy (alpha / beta) (eV) = -9.2 / -9.2

Atoms and positions in Å:
C  -0.3861  -1.1343  -0.7333
C  1.4270  1.7406  -0.5806
O  -1.8325  -2.8983  0.3056
O  -1.7100  -0.8903  1.8011
S  0.3409  0.5367  0.1281
S  -1.2895  -1.5969  0.6161
H  1.8185  2.4953  0.0222
H  1.6315  1.7472  -1.5592

Atomic partial charges in e from the natural (NBO) method, atoms 1 to 2: -0.667, -0.391

---

Run B
DFT (wB97M-V/def2-TZVPD) results for 2 unconnected molecules or ions with the total composition C2H2O2S2.

Properties
- M (g mol⁻¹) = 122.2
- lowest unoccupied orbital energy (alpha / beta) (eV) = -1.8831 / -1.8818
- multiplicity = 1
- frontier orbital gap (alpha / beta) (eV) = 7.392 / 7.393
- highest occupied orbital energy (alpha / beta) (eV) = -9.3 / -9.3

Atoms and positions in Å:
C  0.8348  -0.1250  1.2432
C  1.0163  1.1253  0.9474
O  0.8555  -3.8448  -0.2150
O  0.7308  -1.2669  1.3769
S  2.2572  -4.0168  0.1435
S  3.1729  -2.3162  0.3666
H  0.2154  1.5321  0.3234
H  1.8958  1.6122  1.4353

Atomic partial charges in e from the natural (NBO) method, atoms 1 to 2: 0.720, -0.802

---

Run C
DFT (wB97M-V/def2-TZVPD) results for C2H2O2S2 in the gas phase.

Properties
- M (g mol⁻¹) = 122.2
- lowest unoccupied orbital energy (alpha / beta) (eV) = -1.7183 / -1.6389
- multiplicity = 1
- frontier orbital gap (alpha / beta) (eV) = 7.240 / 7.334
- highest occupied orbital energy (alpha / beta) (eV) = -9.0 / -9.0

Atoms and positions in Å:
C  0.6041  0.2169  0.4904
C  -0.5460  0.5927  -0.1913
O  2.4383  -1.4174  1.2406
O  -2.4902  0.0680  -1.7045
S  1.2191  -1.3455  0.4366
S  -1.4625  -0.6211  -0.9632
H  1.2438  0.8625  1.0569
H  -1.0065  1.6439  -0.3655

Atomic partial charges in e from the natural (NBO) method, atoms 1 to 2: -0.522, -0.498

---

Which of them is most stable? Easy: run B.

---

Run A
DFT (wB97M-V/def2-TZVPD) results for 2 unconnected molecules or ions with the total composition CH6BNO.

Properties
- M (g mol⁻¹) = 58.9
- lowest unoccupied orbital energy (eV) = 0.3585
- multiplicity = 1
- frontier orbital gap (eV) = 10.567
- highest occupied orbital energy (eV) = -10.2

Atoms and positions in Å:
B  0.1197  0.4908  -0.1287
C  0.6328  -0.3561  0.9757
N  -0.6594  -0.1357  -0.9920
O  0.2619  1.8198  -0.1378
H  0.7823  -1.3810  0.6905
H  0.0978  -0.2349  1.9494
H  1.5915  0.0499  1.1606
H  -0.6489  -1.1289  -1.0614
H  -1.2971  0.4913  -2.0554
H  -0.2571  2.2284  -0.8385

Atomic partial charges in e from the natural (NBO) method, atoms 1 to 2: 0.924, -0.959

---

Run B
DFT (wB97M-V/def2-TZVPD) results for 2 unconnected molecules or ions with the total composition CH6BNO.

Properties
- M (g mol⁻¹) = 58.9
- lowest unoccupied orbital energy (alpha / beta) (eV) = 0.0996 / 0.1008
- multiplicity = 1
- frontier orbital gap (alpha / beta) (eV) = 7.447 / 7.445
- highest occupied orbital energy (alpha / beta) (eV) = -7.3 / -7.3

Atoms and positions in Å:
B  -0.8370  0.0123  0.0653
C  1.6736  -0.8933  0.6248
N  -0.7512  0.5316  -1.1942
O  -1.8358  0.0950  0.9405
H  1.6945  -1.9416  0.1564
H  1.6661  -0.7000  1.7437
H  2.0187  -0.1372  -0.0453
H  0.1539  0.9924  -1.5559
H  -1.6216  1.0583  -1.6101
H  -2.1613  0.9824  0.8750

Atomic partial charges in e from the natural (NBO) method, atoms 1 to 2: 1.052, -0.859

---

Which of them is most stable? Easy: run A.

---

Run A
DFT (wB97M-V/def2-TZVPD) results for 2 unconnected molecules or ions with the total composition CH3O4S.

Properties
- M (g mol⁻¹) = 111.1
- lowest unoccupied orbital energy (eV) = 3.9725
- multiplicity = 1
- frontier orbital gap (eV) = 8.775
- net charge = -1
- highest occupied orbital energy (eV) = -4.8

Atoms and positions in Å:
C  0.5829  -0.2257  1.4958
O  0.4251  0.2492  -2.5029
O  -0.6297  -0.2767  -0.0353
O  -1.6774  1.3730  -1.9679
O  0.9894  -1.3877  1.5832
S  -0.3436  0.9957  -1.5246
H  1.3317  0.4850  0.9749
H  -0.2068  0.0473  2.1130
H  -0.4715  -1.2600  -0.1363

Atomic partial charges in e from the natural (NBO) method, atoms 1 to 2: 0.293, -0.993

---

Run B
DFT (wB97M-V/def2-TZVPD) results for 2 unconnected molecules or ions with the total composition CH3O4S.

Properties
- M (g mol⁻¹) = 111.1
- lowest unoccupied orbital energy (eV) = 3.3895
- multiplicity = 1
- frontier orbital gap (eV) = 7.356
- net charge = -1
- highest occupied orbital energy (eV) = -4.0

Atoms and positions in Å:
C  -1.3961  -2.6212  0.2367
O  1.9569  2.3946  1.2050
O  1.7217  1.9500  -1.3290
O  -0.3358  1.7573  0.4172
O  -2.3249  -3.3415  0.5867
S  1.1435  1.5128  0.3335
H  -0.3683  -2.9146  0.0197
H  -1.6987  -1.5004  0.1588
H  1.3018  2.7631  -1.6288

Atomic partial charges in e from the natural (NBO) method, atoms 1 to 2: 0.264, -1.028

---

Which of them is most stable? Easy: run B.

---

Run A
DFT (wB97M-V/def2-TZVPD) results for C4H6FNO2 in the gas phase.

Properties
- M (g mol⁻¹) = 119.1
- lowest unoccupied orbital energy (eV) = -0.5343
- multiplicity = 1
- frontier orbital gap (eV) = 9.570
- highest occupied orbital energy (eV) = -10.1

Atoms and positions in Å:
C  2.5095  -0.3156  -0.1602
O  1.3985  0.4162  -0.1991
N  0.3043  -0.4711  -0.0635
C  -0.8412  0.1420  0.0734
C  -0.8535  1.5704  -0.2000
O  -1.9511  2.1002  -0.0919
C  -2.0920  -0.7925  0.4425
F  -2.6989  -1.1476  -0.7553
H  3.4022  0.4317  -0.0967
H  2.7607  -0.8257  -1.1497
H  2.4243  -0.9771  0.7659
H  0.0427  1.9087  -0.6820
H  -2.7942  -0.3798  1.0990
H  -1.6111  -1.6598  1.0179

Atomic partial charges in e from the natural (NBO) method, atoms 1 to 2: -0.255, -0.410

---

Run B
DFT (wB97M-V/def2-TZVPD) results for C4H6FNO2 in the gas phase.

Properties
- M (g mol⁻¹) = 119.1
- lowest unoccupied orbital energy (eV) = 0.5864
- multiplicity = 1
- frontier orbital gap (eV) = 10.319
- highest occupied orbital energy (eV) = -9.7

Atoms and positions in Å:
O  -0.8785  -0.7438  2.4296
C  -0.1215  -0.2023  1.5081
C  0.1471  1.1803  0.6373
C  -0.4089  0.6884  -0.8426
F  -1.7210  0.2296  -0.4807
C  0.4618  -0.4652  -1.2727
O  1.0689  -1.1393  -0.3500
N  0.0755  -1.3119  0.6782
H  -0.3780  2.0158  1.2830
H  1.1557  1.4839  0.6351
H  -0.4805  1.5329  -1.6003
H  -0.2038  -1.1018  -1.7477
H  1.0878  -0.0340  -2.0963
H  0.1953  -2.1324  1.2191

Atomic partial charges in e from the natural (NBO) method, atoms 1 to 2: -0.585, 0.655

---

Which of them is most stable? Easy: run A.